[1]
Entry from the OMol25 dataset: an isolated ion of composition CH7N2O2Si and charge +1 at a distorted geometry (the ωB97M-V functional and the def2-TZVPD basis).

```
13
Properties=species:S:1:pos:R:3:lowdin_charge:R:1
C -0.228 -0.462 -0.556 -0.305
N 0.276 -0.038 0.522 -0.134
N 0.320 -1.273 -1.383 0.064
O 1.539 -0.497 0.881 0.009
O -0.216 -1.696 -2.596 0.061
Si -0.444 1.881 1.477 0.858
H -1.098 0.210 -0.840 0.147
H 1.094 -1.944 -1.225 0.208
H 1.597 -0.752 1.842 0.159
H -1.221 -1.763 -2.815 0.202
H -1.791 1.489 1.216 -0.096
H 0.070 1.815 2.803 -0.102
H 0.103 3.029 0.674 -0.071
```

Output
spin multiplicity = 3
net charge = +1
LUMO energy (spin up / spin down) = -0.1505 / -0.2736 Eh
expectation value of S² = 2.007
energy above the lowest of the compared OMol25 structures with the same formula, charge and spin = 47.98 kJ/mol
max |F| = 10.00 eV/Å
gap between HOMO and LUMO (spin up / spin down) = 5.278 / 8.165 eV

[2]
Entry from the OMol25 dataset: one molecule with the formula C3H3ClF2 at a distorted geometry (the ωB97M-V functional and the def2-TZVPD basis).

```
9
Properties=species:S:1:pos:R:3:lowdin_charge:R:1
C -0.572 0.194 0.301 -0.221
C 0.992 0.315 1.245 -0.654
C -0.550 -0.348 -1.102 -0.080
F -1.571 -0.112 1.107 0.049
F 0.990 0.848 2.418 0.010
Cl 2.350 0.771 0.309 0.648
H 0.095 0.037 -1.927 0.089
H -1.584 -0.315 -1.339 0.061
H -0.150 -1.390 -1.012 0.097
```

Output
LUMO energy (spin up / spin down) = 0.0063 / 0.0011 Eh
structure (SMILES) = C/C(F)=C(/F)Cl
energy above the lowest of the compared OMol25 structures with the same formula, charge and spin = 372.47 kJ/mol
max |F| = 6.75 eV/Å
gap between HOMO and LUMO (spin up / spin down) = 8.508 / 8.450 eV

[3]
Entry from the OMol25 dataset: C20H43InN2P3SSe as an isolated structure at a distorted geometry (the ωB97M-V functional and the def2-TZVPD basis).

```
71
Properties=species:S:1:pos:R:3:lowdin_charge:R:1
In 0.079 0.714 -0.099 0.229
P -1.505 0.988 2.132 0.764
P 0.936 3.100 -0.797 0.738
P 1.885 -0.047 1.761 0.738
H -0.752 -3.679 -1.026 0.054
C -0.507 -3.994 0.001 -0.109
C -1.446 -3.931 0.962 -0.053
H -2.448 -3.539 0.735 0.052
C -3.305 1.037 1.835 -0.250
C -1.251 2.599 2.963 -0.230
C -1.454 -0.240 3.490 -0.224
C 2.193 3.194 -2.114 -0.215
C -0.389 4.150 -1.476 -0.236
C 1.652 4.115 0.541 -0.224
C 1.605 -1.735 2.415 -0.212
C 2.093 1.028 3.231 -0.220
C 3.583 -0.172 1.115 -0.243
H 0.512 -4.341 0.220 0.066
H -1.229 -4.236 1.991 0.066
H -3.639 0.110 1.351 0.046
H -3.569 1.883 1.190 0.046
H -3.820 1.144 2.800 0.078
H -1.331 3.413 2.230 0.048
H -0.266 2.661 3.441 0.042
H -2.030 2.736 3.725 0.079
H -1.609 -1.248 3.084 0.057
H -2.269 -0.014 4.191 0.080
H -0.508 -0.227 4.042 0.033
H 2.294 4.229 -2.466 0.081
H 1.876 2.551 -2.945 0.065
H 3.152 2.843 -1.715 0.064
H 0.036 5.085 -1.860 0.080
H -1.118 4.372 -0.688 0.056
H -0.884 3.606 -2.289 0.044
H 1.895 5.120 0.172 0.084
H 2.569 3.634 0.903 0.053
H 0.933 4.195 1.366 0.043
H 2.563 -2.165 2.738 0.080
H 1.176 -2.372 1.631 0.018
H 0.908 -1.722 3.264 0.045
H 3.030 0.774 3.751 0.085
H 1.259 0.918 3.936 0.035
H 2.145 2.078 2.912 0.043
H 4.245 -0.575 1.896 0.080
H 3.940 0.822 0.823 0.058
H 3.592 -0.826 0.234 0.023
C 2.506 -2.855 -2.566 -0.479
C 1.936 -4.127 -2.482 -0.114
C 2.545 -5.214 -3.129 -0.042
C 3.703 -5.019 -3.900 -0.040
C 4.300 -3.751 -3.954 -0.047
C 3.718 -2.678 -3.260 -0.117
Se 1.571 -1.215 -1.866 0.761
H 0.957 -1.911 -0.644 -0.135
H 1.018 -4.276 -1.910 0.060
H 2.120 -6.215 -3.047 0.123
H 4.145 -5.848 -4.457 0.125
H 5.214 -3.589 -4.536 0.126
H 4.184 -1.694 -3.278 0.102
S -1.530 0.209 -2.119 0.658
C -3.111 0.583 -1.576 -0.759
N -3.659 1.817 -1.573 0.049
C -5.093 1.790 -1.333 -0.107
C -5.377 0.315 -1.074 -0.102
N -4.058 -0.300 -1.174 0.053
H -3.152 2.625 -1.922 0.146
H -5.639 2.159 -2.205 0.143
H -5.350 2.415 -0.473 0.128
H -6.055 -0.105 -1.825 0.143
H -5.813 0.154 -0.083 0.131
H -3.903 -1.304 -1.214 0.165
```

Output
net charge = +3
LUMO energy = -0.3681 Eh
energy above the lowest of the compared OMol25 structures with the same formula, charge and spin = 26.28 kJ/mol
max |F| = 2.67 eV/Å
gap between HOMO and LUMO = 5.716 eV

[4]
Entry from the OMol25 dataset: a 4-piece molecular cluster, C17H45O17P3 overall at a distorted geometry (the ωB97M-V functional and the def2-TZVPD basis).

```
82
Properties=species:S:1:pos:R:3:lowdin_charge:R:1
C -4.683 0.602 -1.332 -0.103
O -4.817 1.764 -2.271 -0.252
C -3.875 2.843 -1.842 -0.140
C -2.403 2.410 -2.507 -0.170
O -2.709 1.774 -3.798 -0.187
C -1.513 1.189 -4.429 -0.159
C -1.361 -0.438 -4.073 -0.156
O -1.427 -0.708 -2.631 -0.182
C -0.216 -1.362 -2.118 -0.173
O 0.216 -0.810 -0.792 -0.175
C 0.654 0.591 -0.930 -0.169
C 0.150 1.571 0.309 -0.194
O -1.150 1.193 0.883 -0.142
H -3.649 0.037 -1.464 0.090
H -5.526 -0.200 -1.523 0.102
H -4.805 0.960 -0.201 0.104
H -3.807 2.953 -0.672 0.102
H -4.238 3.816 -2.383 0.138
H -1.888 1.708 -1.723 0.098
H -1.763 3.389 -2.586 0.135
H -0.511 1.776 -4.206 0.129
H -1.655 1.235 -5.611 0.139
H -2.297 -0.972 -4.583 0.144
H -0.417 -0.857 -4.622 0.128
H 0.718 -1.314 -2.820 0.147
H -0.456 -2.506 -1.906 0.158
H 0.391 1.076 -1.969 0.116
H 1.846 0.602 -0.865 0.137
H 0.203 2.678 -0.090 0.118
H 0.945 1.509 1.194 0.136
H -1.694 0.629 0.253 0.088
C -0.302 -7.562 -0.782 -0.138
O -1.629 -7.123 -0.537 -0.317
P -1.947 -6.038 0.772 0.778
O -1.118 -4.978 0.031 -0.275
O -0.949 -6.893 1.764 -0.275
C -1.435 -8.109 2.291 -0.134
O -2.264 -4.953 2.081 -0.286
C -1.876 -3.594 2.007 -0.132
H -0.129 -7.559 -1.861 0.095
H 0.449 -6.925 -0.305 0.086
H -0.196 -8.585 -0.418 0.078
H -0.655 -8.870 2.179 0.091
H -2.331 -8.446 1.766 0.081
H -1.655 -7.984 3.356 0.091
H -2.319 -3.113 1.130 0.090
H -0.786 -3.507 1.997 0.080
H -2.249 -3.084 2.899 0.091
C 6.355 -1.021 -0.563 -0.139
O 5.700 -2.280 -0.560 -0.318
P 4.578 -2.660 0.701 0.779
O 3.672 -1.541 0.167 -0.272
O 5.589 -2.027 1.835 -0.274
C 6.707 -2.799 2.220 -0.135
O 3.456 -3.040 1.962 -0.284
C 2.182 -2.426 2.007 -0.137
H 6.381 -0.646 -1.588 0.094
H 5.855 -0.282 0.069 0.087
H 7.382 -1.158 -0.219 0.078
H 7.588 -2.149 2.232 0.091
H 6.888 -3.620 1.524 0.081
H 6.547 -3.196 3.227 0.090
H 1.632 -2.606 1.080 0.082
H 2.279 -1.355 2.208 0.097
H 1.617 -2.874 2.829 0.085
C 1.615 7.666 1.228 -0.139
O 0.937 7.027 2.299 -0.317
P -0.617 6.316 2.028 0.781
O 0.062 5.305 1.092 -0.274
O -1.094 7.620 1.142 -0.274
C -1.448 8.793 1.843 -0.134
O -2.171 5.605 1.757 -0.279
C -2.300 4.405 1.017 -0.147
H 2.672 7.396 1.277 0.095
H 1.225 7.377 0.248 0.086
H 1.528 8.746 1.351 0.078
H -0.967 9.647 1.353 0.091
H -1.117 8.756 2.883 0.081
H -2.533 8.929 1.805 0.091
H -1.701 3.608 1.466 0.077
H -2.022 4.568 -0.028 0.089
H -3.349 4.099 1.045 0.080
```

Output
LUMO energy = -0.1053 Eh
structure (SMILES) = COCCOCCOCOCCO.COP(=O)(OC)OC.COP(=O)(OC)OC.COP(=O)(OC)OC
max |F| = 9.19 eV/Å
gap between HOMO and LUMO = 6.328 eV

[5]
Entry from the OMol25 dataset: C35H58OP2Pd as an isolated structure at a distorted geometry (the ωB97M-V functional and the def2-TZVPD basis).

```
97
Properties=species:S:1:pos:R:3:lowdin_charge:R:1
Pd -1.039 -1.045 0.702 0.951
C -2.546 -1.789 2.345 -0.240
C -2.163 -2.884 1.496 -0.229
C -0.276 -2.175 2.659 -0.190
C -1.385 -1.348 3.062 -0.195
C -0.758 -3.123 1.695 -0.256
C -3.912 -1.223 2.509 -0.031
H -4.498 -1.298 1.587 0.076
H -3.863 -0.166 2.791 0.079
H -4.471 -1.741 3.304 0.111
C -1.418 -0.234 4.038 -0.011
H -2.362 0.318 3.976 0.082
H -0.619 0.487 3.831 0.062
H -1.323 -0.580 5.077 0.110
C 1.135 -2.140 3.108 -0.012
H 1.245 -2.505 4.139 0.104
H 1.543 -1.123 3.038 0.071
H 1.761 -2.782 2.477 0.083
C 0.063 -4.196 1.076 -0.026
H 0.063 -5.110 1.689 0.110
H 1.106 -3.880 0.972 0.078
H -0.303 -4.467 0.083 0.070
C -3.057 -3.662 0.607 -0.006
H -3.389 -4.592 1.090 0.114
H -2.552 -3.937 -0.324 0.079
H -3.950 -3.088 0.346 0.075
C -1.521 0.920 -0.259 -0.161
C -2.659 0.107 -0.256 -0.178
C -3.115 -0.702 -1.430 -0.163
C -1.976 -1.434 -2.194 -0.182
C -0.822 -1.890 -1.349 -0.168
C 0.304 -1.122 -1.002 -0.190
C 0.571 0.258 -1.540 -0.174
C -0.671 1.170 -1.470 -0.188
H -3.697 -0.072 -2.124 0.130
H -1.627 -0.811 -3.029 0.048
H -3.827 -1.455 -1.068 0.096
H -1.272 1.041 -2.378 0.085
H -1.424 1.657 0.538 0.089
H -3.421 0.357 0.484 0.106
H -0.357 2.224 -1.463 0.107
H 1.380 0.714 -0.952 0.112
H 1.183 -1.670 -0.651 0.114
H 0.946 0.197 -2.574 0.108
H -2.409 -2.332 -2.665 0.120
H -0.691 -2.973 -1.277 0.090
P -1.064 0.412 -5.669 0.885
C -1.154 2.254 -5.696 -0.267
C -2.439 0.103 -6.864 -0.262
P 1.185 -1.350 -6.428 0.975
C 0.363 0.268 -6.857 -0.575
C 0.679 -2.321 -7.918 -0.250
C 2.858 -0.891 -7.053 -0.254
H -0.288 2.665 -5.164 0.048
H -2.073 2.561 -5.181 0.053
H -1.160 2.615 -6.734 0.067
H -2.337 0.753 -7.743 0.064
H -3.377 0.332 -6.342 0.053
H -2.456 -0.950 -7.170 0.043
H 2.790 -0.516 -8.082 0.075
H 3.493 -1.785 -7.016 0.057
H 3.286 -0.121 -6.400 0.053
H 1.072 1.096 -6.679 0.061
H 0.018 0.273 -7.907 0.067
H 1.280 -3.239 -7.924 0.058
H 0.872 -1.749 -8.835 0.070
H -0.380 -2.598 -7.859 0.047
C 0.441 3.171 0.987 -0.100
C 1.700 3.755 1.610 -0.359
C 1.404 5.215 2.001 -0.054
C 2.374 3.002 2.736 -0.088
C 3.606 3.450 3.163 -0.030
C 4.222 2.953 4.311 -0.017
C 3.594 1.973 5.078 -0.017
C 2.446 1.367 4.609 -0.089
C 1.776 0.288 5.428 -0.392
C 2.712 -0.859 5.827 -0.057
C 1.084 0.842 6.685 -0.042
C 1.886 1.764 3.321 -0.259
O 1.072 1.033 2.688 0.002
H -0.419 3.187 1.671 0.097
H 0.598 2.145 0.651 0.038
H 0.185 3.786 0.109 0.090
H 2.450 3.768 0.801 0.147
H 0.638 5.264 2.790 0.096
H 2.296 5.728 2.374 0.077
H 1.031 5.757 1.124 0.085
H 4.097 4.230 2.573 0.129
H 5.143 3.418 4.662 0.122
H 3.984 1.650 6.054 0.128
H 1.007 -0.123 4.768 0.066
H 3.590 -0.460 6.348 0.080
H 2.168 -1.533 6.507 0.089
H 3.061 -1.419 4.949 0.074
H 0.215 1.452 6.407 0.084
H 0.767 0.001 7.319 0.086
H 1.780 1.475 7.251 0.087
```

Output
spin multiplicity = 5
net charge = +2
LUMO energy (spin up / spin down) = -0.1687 / -0.3609 Eh
expectation value of S² = 6.058
energy above the lowest of the compared OMol25 structures with the same formula, charge and spin = 0.00 kJ/mol
max |F| = 3.62 eV/Å
gap between HOMO and LUMO (spin up / spin down) = 6.547 / 3.041 eV

> Which of these has the highest max |F|?

CH7N2O2Si